62
Properties=species:S:1:pos:R:3:forces:R:3 method="wB97M-V/def2-TZVPD" charge=+1 e_lumo_ev=-5.44 homo_energy_ev=-11.39
C 5.85710 -2.65304 8.19850 0.08 -0.15 0.08
C 4.93919 -2.72223 7.16931 0.20 -0.22 0.02
C 4.06270 -1.68538 6.94778 -0.61 1.02 0.00
C 4.08500 -0.55094 7.76080 0.14 -0.88 0.26
O 3.16826 0.52021 7.57727 -1.67 -0.33 0.36
C 1.79699 0.29932 7.84826 1.21 -0.34 0.34
C 1.25349 0.79139 9.04694 0.96 0.23 -0.43
C -0.03377 0.51733 9.39260 -0.44 -0.22 -0.10
C -0.87800 -0.25042 8.55148 -0.09 -0.07 -0.03
C -2.17817 -0.51117 9.02317 0.03 -0.01 -0.39
C -3.30040 -1.20246 8.48618 0.07 -0.07 -0.03
C -4.52492 -1.03835 9.16770 0.40 0.13 0.23
C -5.66501 -1.67341 8.75058 -0.31 0.08 0.12
C -5.62618 -2.50189 7.64428 -0.17 0.13 0.07
C -4.44340 -2.67395 6.94708 0.27 -0.09 -0.33
C -3.29378 -2.04034 7.35262 0.05 -0.02 0.04
C -0.35267 -0.65112 7.29936 -0.12 0.19 0.14
C 0.94549 -0.39073 6.96629 0.73 0.23 -0.24
C 5.03142 -0.48835 8.78809 -1.00 0.81 -0.36
C 5.89926 -1.53354 9.00684 0.17 -0.18 -0.09
H 6.53527 -3.47132 8.37392 0.11 -0.12 0.01
H 4.91109 -3.59105 6.53257 -0.03 -0.10 -0.12
H 3.35933 -1.72792 6.13490 -0.13 -0.09 -0.20
H 1.87453 1.39607 9.68206 0.20 0.05 0.19
H -0.42864 0.89142 10.32185 -0.07 0.07 0.19
H -2.37093 -0.08187 9.99251 -0.12 0.26 0.23
H -4.55234 -0.39160 10.02899 -0.02 0.15 0.16
H -6.58808 -1.51450 9.28301 -0.12 -0.03 0.07
H -6.52245 -3.00472 7.32138 -0.13 -0.10 -0.07
H -4.42859 -3.30284 6.07138 0.06 -0.12 -0.05
H -2.38405 -2.23008 6.81719 0.08 -0.11 -0.08
H -0.98601 -1.12177 6.57325 0.02 -0.08 -0.14
H 1.32372 -0.66707 5.99786 0.07 -0.14 -0.15
H 5.05837 0.38880 9.41037 0.01 0.21 0.16
H 6.61329 -1.47798 9.81124 0.10 0.07 0.12
C -3.44662 3.82150 16.92702 0.01 -0.03 -0.21
C -2.65345 4.81375 16.05776 -0.06 0.30 0.25
C -3.13132 6.24020 16.39093 0.05 -0.24 -0.20
C -1.15536 4.71300 16.39674 -0.07 -0.06 -0.19
C -2.86349 4.47139 14.57459 0.07 0.23 0.71
C -3.42252 5.36574 13.67038 0.04 -0.01 0.17
C -3.58731 5.00666 12.35440 0.38 -0.67 0.50
N -3.21076 3.78697 11.92381 0.23 0.12 1.18
B -3.40680 3.42986 10.47569 -0.32 -0.21 -1.73
H -3.03205 2.33487 10.24970 0.44 -1.04 0.13
C -2.66539 2.89773 12.77598 -0.28 0.96 0.40
C -2.48603 3.22284 14.09823 0.02 0.01 0.08
H -3.11880 2.79611 16.75924 0.01 -0.06 0.02
H -3.31956 4.04226 17.98709 0.07 0.07 -0.03
H -4.51075 3.87358 16.69749 -0.06 0.00 0.00
H -2.58397 6.98372 15.81180 0.03 0.06 -0.01
H -4.19522 6.35682 16.18521 -0.06 0.03 0.01
H -2.97452 6.46567 17.44620 0.05 -0.13 -0.02
H -0.57497 5.40441 15.78613 0.04 0.04 -0.02
H -0.97444 4.95534 17.44420 -0.11 0.00 0.01
H -0.77397 3.70833 16.21723 0.04 -0.05 0.02
H -3.73109 6.34608 13.99098 -0.05 0.09 -0.05
H -4.01892 5.69111 11.64608 -0.03 -0.15 -0.36
H -4.54992 3.49260 10.19114 -0.80 0.11 0.00
H -2.80331 4.17356 9.78698 0.45 0.59 -0.29
H -2.37480 1.93269 12.40241 -0.09 -0.01 -0.35
H -2.04902 2.50172 14.76814 0.07 -0.16 0.03